A | Here is a gas-phase ion, C8H11N2 (charge +1) from OMol25. Energies are from ωB97M-V/def2-TZVPD.

Last column: Löwdin charge in e.
Atoms and positions in Å:
C 0.36 -1.34 -0.01  -0.1841
C -0.42 -0.89 -1.03  -0.2132
C 0.17 -0.67 1.16  0.0169
C -1.12 0.17 -0.49  -0.0079
C 1.44 -2.08 -0.56  0.0375
C -0.04 -1.30 -2.24  0.0615
C -0.48 2.59 1.39  -0.0650
C -1.07 1.29 1.79  -0.1391
N -0.82 0.22 0.77  -0.0910
N 1.33 -1.81 -1.94  0.0088
H 0.71 -0.82 2.09  0.1456
H -2.01 0.72 -0.76  0.1515
H 2.39 -2.56 -0.25  0.1477
H -0.36 -1.04 -3.27  0.1550
H -1.33 3.21 1.40  0.0638
H 0.38 3.07 1.82  0.0857
H -0.13 2.53 0.34  0.0901
H -0.35 0.76 2.57  0.1409
H -2.14 1.28 2.08  0.1444
H 1.69 -0.88 -2.16  0.1890
H 1.81 -2.48 -2.70  0.2619

As for the total charge: +1. The calculation puts the HOMO-LUMO gap (spin up / spin down) at 6.9 / 7.1 eV. The HOMO energy (spin up / spin down) is -11.28 / -11.44 eV.

=====

B | Here is a gas-phase ion, C8H11N2 (charge +1) from OMol25. Energies are from ωB97M-V/def2-TZVPD.

Last column: Löwdin charge in e.
Atoms and positions in Å:
C -0.07 3.38 0.72  0.0503
C 0.11 2.25 0.12  -0.1676
N -0.11 0.99 0.76  0.1021
C -0.12 -0.20 0.16  -0.1062
C 0.06 -1.49 1.17  -0.1615
C -0.20 -1.57 2.48  0.1312
C 0.47 -2.51 0.20  -0.0082
C 0.40 -1.99 -1.04  -0.0289
N 0.19 -0.58 -1.08  -0.0606
C -0.21 -0.15 -2.43  -0.0059
H 0.43 4.22 0.29  0.0748
H -0.38 3.53 1.74  0.0814
H 0.56 2.09 -0.95  0.1453
H -0.46 1.28 1.73  0.1938
H -0.45 -0.70 3.05  0.0686
H -0.16 -2.62 2.87  0.1131
H 0.46 -3.54 0.43  0.1145
H 0.54 -2.44 -2.00  0.1247
H 0.34 -0.81 -3.12  0.0998
H -1.37 -0.13 -2.58  0.1432
H -0.03 0.97 -2.54  0.0960

As for the total charge: +1. The calculation puts the HOMO-LUMO gap at 7.9 eV. The HOMO energy is -12.64 eV. Its SMILES is C=C/[NH+]=C1/C(=C)C=CN1C.

=====

C | Here is a gas-phase ion, C8H11N2 (charge +1) from OMol25. Energies are from ωB97M-V/def2-TZVPD.

Last column: Löwdin charge in e.
Atoms and positions in Å:
C -3.19 0.45 -0.74  -0.0285
C -1.90 0.14 -0.07  -0.1542
C -1.72 -0.32 1.25  -0.0532
N -0.64 0.44 -1.03  0.1187
N 0.63 0.13 -0.61  -0.1632
C 1.41 -0.58 -1.43  0.0388
C 2.72 -0.94 -0.93  0.0216
C 3.22 -0.22 0.17  -0.0500
C 2.39 0.42 1.03  0.0041
C 1.04 0.62 0.59  0.0076
H -3.21 0.20 -1.82  0.1083
H -4.04 0.00 -0.19  0.1055
H -3.43 1.47 -0.72  0.0815
H -2.61 -0.86 1.66  0.1340
H -0.70 -0.71 1.42  0.0929
H -1.67 0.54 1.86  0.0975
H 0.91 -0.98 -2.31  0.1451
H 3.36 -1.46 -1.62  0.1185
H 4.34 -0.29 0.32  0.1488
H 2.71 0.90 1.91  0.1128
H 0.37 1.06 1.27  0.1135

As for the total charge: +1. The calculation puts the HOMO-LUMO gap at 8.9 eV. The HOMO energy is -13.39 eV. Its SMILES is CC(C)=N[n+]1ccccc1.

=====

Top of the stability list: B, leading by 0.0217 hartree.

=====

A | Here is 2 unconnected molecules or ions with the total composition C5H14NO from OMol25. Energies are from ωB97M-V/def2-TZVPD.

Last column: Löwdin charge in e.
Atoms and positions in Å:
C -1.21 -1.55 -1.86  -0.1231
C 0.06 -1.75 -1.05  -0.3535
N 0.94 -0.59 -1.18  -0.1526
C 2.13 -0.77 -0.36  -0.1877
H -1.88 -2.40 -1.70  0.0559
H -1.02 -1.43 -2.93  0.0558
H -1.70 -0.66 -1.46  0.0486
H 0.60 -2.64 -1.43  0.0944
H -0.22 -1.93 -0.01  0.0980
H 0.40 0.19 -0.74  0.0617
H 2.71 0.15 -0.35  0.0626
H 1.89 -1.05 0.68  0.0678
H 2.74 -1.59 -0.76  0.0572
C -1.23 1.86 1.12  -0.5650
O -0.96 0.74 0.40  -0.3421
C -0.12 2.19 2.15  -0.1513
H -2.15 1.77 1.75  0.0665
H -1.44 2.74 0.47  0.0712
H -0.34 3.10 2.71  0.0407
H 0.87 2.27 1.69  0.0462
H -0.09 1.35 2.85  0.0487

As for the total charge: -1. The calculation puts the HOMO-LUMO gap at 7.1 eV. The HOMO energy is -2.81 eV.

=====

B | Here is 2 unconnected molecules or ions with the total composition C5H14NO from OMol25. Energies are from ωB97M-V/def2-TZVPD.

Last column: Löwdin charge in e.
Atoms and positions in Å:
C 1.86 -0.29 -0.03  -0.5492
O 0.58 -0.43 -0.44  -0.3389
C 2.30 1.17 0.10  -0.2965
C 2.19 1.92 -1.23  -0.1540
H 2.63 -0.77 -0.70  0.0754
H 2.05 -0.80 0.96  0.0719
H 3.31 1.27 0.52  0.0812
H 1.64 1.70 0.81  0.0868
H 2.33 2.99 -1.09  0.0449
H 1.19 1.74 -1.64  0.0537
H 2.91 1.55 -1.97  0.0554
C -1.75 -0.35 1.57  -0.1679
N -2.71 -1.10 0.75  -0.1988
C -2.36 -1.11 -0.66  -0.1819
H -0.74 -0.69 1.38  0.0491
H -1.78 0.72 1.36  0.0678
H -2.03 -0.49 2.63  0.0565
H -3.61 -0.65 0.86  0.0706
H -2.20 -0.12 -1.10  0.0676
H -3.15 -1.64 -1.19  0.0563
H -1.40 -1.61 -0.80  0.0500

As for the total charge: -1. The calculation puts the HOMO-LUMO gap at 6.7 eV. The HOMO energy is -2.47 eV.

=====

C | Here is 2 unconnected molecules or ions with the total composition C5H14NO from OMol25. Energies are from ωB97M-V/def2-TZVPD.

Last column: Löwdin charge in e.
Atoms and positions in Å:
C -1.67 -1.20 1.44  -0.1477
C -1.32 -2.47 0.66  -0.3775
N -1.34 -2.20 -0.80  -0.0556
H -2.73 -0.89 1.33  0.0546
H -1.45 -1.31 2.55  0.0695
H -1.00 -0.43 1.04  0.0335
H -0.28 -2.69 0.96  0.0793
H -1.93 -3.38 0.92  0.0895
H -0.65 -1.45 -0.97  0.0051
H -1.02 -3.03 -1.34  0.0452
C 1.28 0.59 -1.21  -0.4940
O 0.66 -0.34 -0.38  -0.3598
C 1.81 1.80 -0.42  -0.2991
C 0.72 2.79 0.10  -0.1498
H 0.60 1.05 -2.02  0.0882
H 2.14 0.16 -1.80  0.0742
H 2.50 2.38 -1.05  0.0723
H 2.41 1.41 0.44  0.0956
H 1.21 3.71 0.55  0.0557
H -0.04 2.33 0.80  0.0635
H 0.12 3.16 -0.78  0.0572

As for the total charge: -1. The calculation puts the HOMO-LUMO gap at 7.3 eV. The HOMO energy is -2.94 eV.

=====

Top of the stability list: A, leading by 0.0022 hartree.

=====

A | Here is a single C8H16N2O3 molecule from OMol25. Energies are from ωB97M-V/def2-TZVPD.

Last column: Löwdin charge in e.
Atoms and positions in Å:
C -1.34 0.48 -0.98  -0.1036
C -1.73 1.00 0.39  -0.4135
C -3.04 0.08 0.76  -0.0659
C -0.78 0.79 1.49  -0.1645
C 0.36 -0.29 1.41  -0.1421
N 1.19 0.06 0.19  0.0977
C 2.05 -0.72 -0.55  -0.4215
O 2.37 -1.84 -0.20  0.0526
C 2.75 -0.02 -1.78  -0.1698
N 2.12 1.14 -2.37  0.0081
C -0.14 -1.71 1.71  -0.4521
O -1.23 -1.97 2.18  0.0850
O 0.73 -2.70 1.41  0.1014
H -0.81 -0.46 -0.78  0.0749
H -0.62 1.16 -1.54  0.0751
H -2.35 0.43 -1.52  0.0999
H -2.08 2.03 0.20  0.1316
H -3.44 0.43 1.75  0.0802
H -2.70 -0.97 0.94  0.0668
H -3.85 0.20 -0.03  0.0793
H -1.46 0.48 2.31  0.1084
H -0.38 1.81 1.73  0.1315
H 0.94 -0.06 2.37  0.1770
H 0.99 0.93 -0.34  0.1148
H 3.85 0.11 -1.61  0.1253
H 2.80 -0.87 -2.62  0.1601
H 2.62 1.95 -2.25  0.0458
H 1.63 0.96 -3.24  0.0842
H 1.55 -2.44 0.95  0.0333

The calculation puts the HOMO-LUMO gap at 10.3 eV. The HOMO energy is -9.85 eV. Its SMILES is CC(C)C[C@H](NC(=O)CN)C(=O)O.

=====

B | Here is a single C8H16N2O3 molecule from OMol25. Energies are from ωB97M-V/def2-TZVPD.

Last column: Löwdin charge in e.
Atoms and positions in Å:
C 2.40 1.40 1.09  -0.0933
C 1.60 0.87 -0.14  -0.3092
C 2.66 0.67 -1.37  -0.0574
C 0.72 -0.35 0.32  -0.3198
N 1.40 -1.35 1.06  0.0881
C 0.06 -0.86 -0.98  -0.3587
O 0.81 -1.08 -1.95  0.0382
N -1.28 -1.35 -0.93  0.0976
C -2.38 -0.68 -0.27  -0.2971
C -2.44 -0.97 1.19  -0.0170
C -2.48 0.83 -0.55  -0.4716
O -1.72 1.70 -0.57  0.1786
O -3.85 1.13 -0.38  0.0199
H 3.15 0.55 1.39  0.1004
H 3.08 2.24 0.75  0.0785
H 1.86 1.65 1.99  0.0559
H 0.99 1.60 -0.56  0.0901
H 2.21 0.70 -2.36  0.0590
H 3.00 -0.33 -1.24  0.0457
H 3.56 1.28 -1.42  0.0655
H -0.12 0.04 0.89  0.1170
H 0.79 -1.89 1.64  0.0617
H 2.01 -2.01 0.60  0.0989
H -1.42 -2.06 -1.66  0.1534
H -3.37 -0.78 -0.81  0.1629
H -3.26 -1.50 1.24  0.0269
H -1.43 -1.47 1.45  0.1117
H -2.58 -0.12 1.88  0.1107
H -3.98 2.14 -0.32  0.1633

The calculation puts the HOMO-LUMO gap at 9.4 eV. The HOMO energy is -8.91 eV. Its SMILES is CC(C)[C@H](N)C(=O)N[C@@H](C)C(=O)O.

=====

Top of the stability list: A, leading by 0.0318 hartree.